Record 1
{"formula": "C2H4FI", "method": "ωB97M-V/def2-TZVPD", "elements": ["C", "C", "F", "I", "H", "H", "H", "H"], "xyz": [[-1.485, 0.237, 0.106], [1.974, -0.558, 0.386], [2.005, -1.507, -0.532], [3.272, 1.000, -0.156], [-0.850, 0.079, 0.963], [-2.043, 1.141, 0.323], [-0.888, 0.333, -0.873], [-1.986, -0.725, -0.216]], "lowdin_charge": [-0.071, -0.557, -0.134, 0.699, -0.016, 0.008, 0.035, 0.036], "homo_ev": -9.59, "gap_ev": 8.655, "e_above_lowest_kj_mol": 279.7}


Record 2
{"formula": "C2H4FIO", "method": "ωB97M-V/def2-TZVPD", "elements": ["C", "C", "O", "F", "I", "H", "H", "H", "H"], "xyz": [[-0.406, 0.404, -1.065], [0.081, -0.503, 1.037], [-0.891, -0.089, 0.173], [-0.469, -0.871, 2.282], [1.435, -1.792, 0.163], [-1.082, 1.134, -1.405], [-0.134, -0.424, -1.813], [0.486, 0.924, -0.787], [0.978, 1.217, 1.415]], "lowdin_charge": [-0.165, -0.879, -0.227, -0.058, 0.965, 0.079, 0.082, 0.030, 0.173], "homo_ev": [-9.13, -9.13], "gap_ev": [8.568, 8.573], "e_above_lowest_kj_mol": 349.9}


Record 3
{"formula": "C2H4FN3", "method": "ωB97M-V/def2-TZVPD", "elements": ["C", "C", "N", "N", "N", "F", "H", "H", "H", "H"], "xyz": [[-0.418, -0.685, -0.140], [0.557, 0.101, -0.971], [1.072, 1.381, 0.515], [0.203, 1.134, 1.278], [-0.744, 0.261, 1.007], [1.675, -0.622, -1.229], [-1.461, -0.982, -0.683], [0.111, -1.591, 0.212], [0.429, 0.726, -1.787], [-1.423, 0.276, 1.800]], "lowdin_charge": [-0.128, -0.191, 0.107, -0.194, -0.073, -0.025, 0.159, 0.111, 0.091, 0.143], "homo_ev": -8.62, "gap_ev": 9.594, "e_above_lowest_kj_mol": 291.3}


Record 4
{"formula": "C2H4FNO", "method": "ωB97M-V/def2-TZVPD", "elements": ["C", "C", "N", "O", "F", "H", "H", "H", "H"], "xyz": [[-1.081, 0.882, -0.233], [0.501, -1.018, 0.009], [0.001, 0.339, 0.256], [-2.063, 0.162, -0.454], [1.456, 1.613, 0.627], [-0.997, 1.998, -0.246], [0.210, -1.771, 0.759], [0.363, -1.272, -0.947], [1.609, -0.933, 0.230]], "lowdin_charge": [-0.318, -0.021, 0.084, 0.105, -0.266, 0.150, 0.110, 0.045, 0.111], "homo_ev": [-10.48, -11.25], "gap_ev": [11.141, 7.930], "multiplicity": 3, "e_above_lowest_kj_mol": 75.5, "s2": 2.03}


Record 5
{"formula": "C2H4FNO2", "method": "ωB97M-V/def2-TZVPD", "elements": ["C", "C", "N", "O", "O", "F", "H", "H", "H", "H"], "xyz": [[0.961, -0.058, -1.297], [-0.656, 1.087, 1.319], [0.270, -0.098, -2.204], [-0.070, -0.299, -3.277], [-1.166, 0.844, 0.218], [-0.686, -0.053, 2.361], [1.155, -0.354, -0.293], [-1.836, 0.562, -0.792], [-1.021, 2.069, 1.847], [0.378, 1.161, 1.249]], "lowdin_charge": [0.134, -0.379, -0.259, 0.061, -0.082, -0.163, 0.085, 0.382, 0.150, 0.070], "homo_ev": -10.14, "gap_ev": 9.235, "e_above_lowest_kj_mol": 716.6}


Record 6
{"formula": "C2H4FNO3", "method": "ωB97M-V/def2-TZVPD", "elements": ["C", "C", "N", "O", "O", "O", "F", "H", "H", "H", "H"], "xyz": [[-0.897, -0.134, -0.410], [0.370, 0.221, 0.445], [1.615, -0.582, 0.014], [1.724, -1.690, 0.442], [2.369, 0.050, -0.667], [-2.109, 0.264, 0.217], [0.645, 1.487, 0.148], [-0.793, 0.338, -1.334], [-1.037, -1.239, -0.480], [0.470, 0.117, 1.602], [-2.356, 1.168, 0.023]], "lowdin_charge": [-0.150, -0.220, -0.390, 0.099, 0.115, -0.046, 0.051, 0.110, 0.144, 0.200, 0.089], "homo_ev": -11.14, "gap_ev": 11.433, "e_above_lowest_kj_mol": 112.3}


Q: Number 4 is which compound?
A: C2H4FNO